Entry 1:
# C25H28IN10O7SY

C25H28IN10O7SY as an isolated structure (ωB97M-V/def2-TZVPD, the OMol25 dataset).

```
73
Properties=species:S:1:pos:R:3
Y -0.253 -0.206 -0.211
O -2.174 1.127 -3.880
C -1.906 0.670 -2.780
O -0.924 1.013 -2.018
C -2.757 -0.436 -2.188
C -3.969 -0.848 -2.693
C -4.673 -1.820 -1.988
C -4.173 -2.312 -0.789
C -2.953 -1.839 -0.353
N -2.252 -0.969 -1.076
C -2.337 -2.167 1.002
O -2.856 -3.010 1.702
O -1.276 -1.461 1.252
H -4.342 -0.401 -3.604
H -5.628 -2.170 -2.360
H -4.707 -3.028 -0.181
N -0.366 7.523 -1.549
C -0.497 6.318 -0.878
C -0.965 5.181 -1.544
C -1.047 3.967 -0.886
C -0.652 3.879 0.443
C -0.202 5.006 1.125
C -0.127 6.214 0.468
S -0.756 2.351 1.283
O -0.920 2.619 2.677
O -1.779 1.548 0.603
N 0.558 1.444 0.957
C 1.847 1.884 1.229
N 2.064 3.127 1.664
C 3.330 3.479 1.875
C 4.394 2.626 1.661
C 4.058 1.357 1.221
N 2.807 0.974 1.005
H -0.916 7.640 -2.381
H -0.302 8.351 -0.983
H -1.292 5.258 -2.576
H -1.419 3.091 -1.398
H 0.076 4.920 2.167
H 0.214 7.098 0.998
H 3.488 4.493 2.230
H 5.420 2.920 1.838
H 4.826 0.612 1.035
C 2.613 -2.251 -0.553
N 3.443 -3.389 -0.166
C 3.717 -3.314 1.274
N 2.485 -3.304 2.067
C 1.694 -2.151 1.655
N 1.325 -2.205 0.201
C 0.622 -3.501 -0.033
N 1.429 -4.652 0.344
C 2.684 -4.620 -0.413
C 1.740 -4.532 1.776
H 2.390 -2.312 -1.614
H 3.139 -1.320 -0.357
H 4.284 -2.406 1.482
H 4.318 -4.177 1.561
H 2.273 -1.244 1.812
H 0.780 -2.108 2.240
H 0.378 -3.566 -1.094
H -0.291 -3.512 0.553
H 2.457 -4.688 -1.479
H 3.294 -5.479 -0.129
H 2.339 -5.390 2.081
H 0.809 -4.530 2.341
N 1.679 2.352 -2.706
C 1.436 1.037 -2.670
O 1.659 0.358 -1.666
C 1.014 0.395 -3.984
I 0.356 -1.597 -3.642
H 1.838 2.813 -1.822
H 1.282 2.908 -3.444
H 1.858 0.342 -4.665
H 0.176 0.923 -4.434
```

For the LUMO energy, the calculation gives 0.02 eV. As for the spin multiplicity: 1. For the largest force on an atom, the calculation gives 2.3 eV Å⁻¹. The frontier orbital gap is 8.5 eV. As for the molar mass: 828.4 g mol⁻¹. As for the total charge: 0. For the total energy, the calculation gives -75599.5451 eV.

Entry 2:
# C25H28INOP

A 4-piece molecular cluster, C25H28INOP overall (ωB97M-V/def2-TZVPD, the OMol25 dataset).

```
57
Properties=species:S:1:pos:R:3
O 2.552 3.363 0.997
C 1.593 3.220 0.308
I 0.709 5.042 -0.598
C 0.809 2.037 0.001
P -0.630 1.789 1.425
C -1.996 2.505 0.298
C -2.786 3.559 0.744
C -3.810 4.044 -0.064
N -4.080 3.550 -1.270
C -3.337 2.535 -1.702
C -2.300 1.986 -0.953
H 1.462 1.162 0.116
H 0.374 2.086 -0.993
H -0.399 3.129 1.963
H -1.639 1.522 2.453
H -0.860 0.476 0.799
H 0.430 1.240 2.269
H -2.597 4.008 1.718
H -4.438 4.867 0.271
H -3.582 2.138 -2.686
H -1.747 1.134 -1.347
C -0.890 -2.071 -4.670
C -1.744 -1.289 -5.434
C -1.862 0.070 -5.172
C -1.122 0.647 -4.149
C -0.265 -0.136 -3.387
C -0.151 -1.495 -3.645
H -0.805 -3.133 -4.867
H -2.325 -1.739 -6.230
H -2.537 0.679 -5.760
H -1.223 1.703 -3.933
H 0.304 0.311 -2.582
H 0.506 -2.106 -3.040
C -2.082 -2.300 0.692
C -2.937 -3.390 0.602
C -2.475 -4.665 0.902
C -1.155 -4.850 1.292
C -0.299 -3.759 1.380
C -0.763 -2.485 1.080
H -2.432 -1.301 0.465
H -3.967 -3.245 0.300
H -3.143 -5.515 0.833
H -0.793 -5.844 1.527
H 0.731 -3.901 1.683
H -0.106 -1.627 1.145
C 6.163 -0.655 3.227
C 5.782 0.469 2.507
C 4.438 0.798 2.382
C 3.474 -0.004 2.978
C 3.854 -1.130 3.697
C 5.198 -1.456 3.822
H 7.212 -0.908 3.324
H 6.535 1.094 2.041
H 4.129 1.671 1.822
H 2.427 0.257 2.878
H 3.100 -1.753 4.161
H 5.494 -2.335 4.384
```

For the LUMO energy, the calculation gives 2.69 eV. As for the spin multiplicity: 1. For the largest force on an atom, the calculation gives 0.9 eV Å⁻¹. The frontier orbital gap is 7.6 eV. As for the molar mass: 516.4 g mol⁻¹. As for the total charge: -1. For the total energy, the calculation gives -47305.0796 eV.

Entry 3:
# C25H28N2O5S

One molecule with the formula C25H28N2O5S (ωB97M-V/def2-TZVPD, the OMol25 dataset).

```
61
Properties=species:S:1:pos:R:3
C -3.288 -3.954 -1.408
C -3.830 -2.602 -0.950
O -3.233 -1.518 -1.631
C -1.977 -1.118 -1.288
C -1.222 -1.606 -0.229
C 0.038 -1.096 0.033
C 0.580 -0.077 -0.742
N 1.852 0.451 -0.458
C 2.558 1.233 -1.452
C 1.924 2.622 -1.654
O 1.618 3.043 -2.752
N 1.747 3.290 -0.504
C 0.762 4.337 -0.382
C -0.627 3.703 -0.218
O -0.531 2.783 0.848
C -1.577 1.939 1.094
C -2.798 1.971 0.436
C -3.799 1.083 0.799
C -3.612 0.159 1.814
C -4.723 -0.755 2.241
C -2.375 0.123 2.450
C -1.367 0.994 2.098
S 2.653 0.355 1.005
O 1.814 -0.172 2.034
O 3.265 1.634 1.253
C 3.961 -0.817 0.639
C 5.270 -0.487 0.931
C 6.277 -1.397 0.652
C 5.962 -2.622 0.085
C 4.644 -2.942 -0.206
C 3.635 -2.034 0.072
C -0.170 0.394 -1.821
C -1.422 -0.118 -2.084
H -3.431 -4.065 -2.480
H -3.815 -4.754 -0.896
H -2.225 -4.036 -1.194
H -3.719 -2.484 0.134
H -4.892 -2.527 -1.199
H -1.596 -2.383 0.417
H 0.582 -1.479 0.878
H 2.569 0.706 -2.412
H 3.583 1.356 -1.099
H 2.042 2.839 0.355
H 0.779 4.947 -1.288
H 1.007 4.947 0.488
H -1.378 4.476 -0.005
H -0.897 3.184 -1.146
H -2.988 2.680 -0.354
H -4.744 1.121 0.277
H -4.332 -1.707 2.594
H -5.417 -0.935 1.423
H -5.281 -0.301 3.061
H -2.198 -0.599 3.234
H -0.401 0.953 2.576
H 5.478 0.476 1.369
H 7.303 -1.151 0.875
H 6.746 -3.331 -0.132
H 4.403 -3.896 -0.648
H 2.603 -2.259 -0.150
H 0.213 1.161 -2.471
H -2.000 0.257 -2.914
```

For the LUMO energy, the calculation gives 0.50 eV. As for the spin multiplicity: 1. For the largest force on an atom, the calculation gives 1.3 eV Å⁻¹. The frontier orbital gap is 8.3 eV. Its SMILES is CCOc1ccc(N(CC(=O)NCCOc2ccc(C)cc2)S(=O)(=O)c2ccccc2)cc1. As for the molar mass: 468.6 g mol⁻¹. As for the total charge: 0. For the total energy, the calculation gives -50432.2486 eV.

Entry 4:
# C25H28N4O4S

One molecule with the formula C25H28N4O4S (ωB97M-V/def2-TZVPD, the OMol25 dataset).

```
62
Properties=species:S:1:pos:R:3
C 0.492 5.497 -1.696
O 1.217 4.698 -2.597
C 0.548 4.416 -3.803
C -0.744 3.601 -3.641
N -0.465 2.477 -2.806
C -1.360 1.832 -2.199
S -3.142 2.066 -2.351
C -3.397 0.725 -1.273
C -2.251 0.175 -0.832
C -2.150 -0.983 0.051
C -1.167 -1.946 -0.152
C -1.094 -3.047 0.685
O -0.173 -4.041 0.570
C 0.832 -3.909 -0.406
C -2.013 -3.210 1.743
O -1.804 -4.324 2.501
C -2.864 -4.897 3.233
C -2.996 -2.230 1.944
O -3.851 -2.394 3.007
C -4.868 -1.445 3.207
C -3.060 -1.136 1.090
N -1.110 0.812 -1.318
N 0.075 0.519 -0.737
C 1.162 1.126 -1.026
C 2.381 0.806 -0.352
C 3.613 1.359 -0.655
C 3.976 2.370 -1.682
N 4.561 0.810 0.159
C 3.979 -0.096 1.010
C 4.538 -0.890 2.000
C 3.687 -1.713 2.710
C 2.315 -1.733 2.454
C 1.756 -0.940 1.474
C 2.596 -0.120 0.726
H 1.184 5.764 -0.899
H -0.357 4.957 -1.264
H 0.126 6.410 -2.182
H 1.268 3.835 -4.383
H 0.315 5.349 -4.340
H -1.070 3.268 -4.635
H -1.554 4.218 -3.222
H -4.397 0.404 -1.071
H -0.472 -1.825 -0.963
H 1.476 -4.778 -0.278
H 0.414 -3.917 -1.419
H 1.418 -2.997 -0.258
H -3.101 -4.319 4.129
H -2.509 -5.886 3.521
H -3.765 -4.999 2.623
H -5.544 -1.388 2.348
H -5.423 -1.796 4.077
H -4.459 -0.452 3.418
H -3.800 -0.369 1.243
H 1.219 1.904 -1.782
H 3.152 3.059 -1.854
H 4.210 1.883 -2.630
H 4.850 2.937 -1.367
H 5.540 1.041 0.138
H 5.598 -0.864 2.206
H 4.089 -2.350 3.484
H 1.680 -2.385 3.035
H 0.695 -0.940 1.284
```

For the LUMO energy, the calculation gives 0.65 eV. As for the spin multiplicity: 1. For the largest force on an atom, the calculation gives 1.2 eV Å⁻¹. The frontier orbital gap is 7.7 eV. Its SMILES is COCC/N=c1\scc(-c2cc(OC)c(OC)c(OC)c2)n1/N=C/c1c(C)[nH]c2ccccc12. As for the molar mass: 480.6 g mol⁻¹. As for the total charge: 0. For the total energy, the calculation gives -51362.4736 eV.